Below is a 2-piece molecular cluster, C5H9N4 overall at a distorted geometry, with properties calculated with ωB97M-V/def2-TZVPD.

Summary:
- Orbital gap: 8.284 eV
- Total energy: -414.8191 Eh
- Molar mass: 125.15 g mol⁻¹

```
! RIJCOSX wB97M-V def2-TZVPD def2/J DEFGRID3
* xyz -1 1
C -2.16 -1.04 0.69
C 2.11 1.58 -0.79
C 0.72 -1.03 -0.60
C 1.29 1.29 0.46
C 0.65 -0.01 0.42
N -3.56 -1.33 0.79
N -1.96 0.18 0.20
N -4.11 -0.23 0.38
N -3.31 0.67 -0.06
H 2.41 2.57 -0.60
H 3.01 0.94 -0.67
H 1.73 1.42 -1.70
H 1.88 -1.15 -0.69
H 0.28 -1.88 -0.10
H 0.17 -0.99 -1.52
H 2.02 1.20 1.34
H 0.44 -0.31 1.48
H -1.61 -1.87 0.98
*
```